(1)
Molecular formula: C27H47ClF8N2O3PS3
Method: DFT, ωB97M-V with the def2-TZVPD basis set

Summary:
**Orbital gap**: 6.9 eV
**Total charge**: -1
**Maximum force**: 3.229 eV/Å

Geometry (Å):
C 3.9923 -0.1306 3.9357
C 4.8293 -1.4592 4.1488
C 4.6503 -2.3429 2.8475
C 5.9446 -3.1219 2.4184
C 5.6229 -4.2197 1.3161
C 5.1707 -3.5839 -0.0463
C 3.6029 -3.3401 -0.1536
C 3.4025 -2.0764 -1.0557
N 1.9960 -1.6005 -1.1460
C 1.0493 -2.6761 -1.5186
C 0.2450 -3.0688 -0.1890
C -1.3085 -2.8490 -0.3670
C -1.9904 -2.1397 0.8782
C -2.1142 -0.5833 0.6519
C -3.5361 -0.1123 0.1693
C -4.3927 0.4769 1.3914
C -4.1727 2.0267 1.5794
C 2.0130 -0.5192 -2.0906
S 1.8598 -0.6465 -3.7307
S 2.2701 1.1200 -1.3288
C 3.2863 2.1437 -2.4646
C 4.6722 2.5856 -1.8781
C 4.6305 3.1435 -0.4079
N 4.9829 4.6025 -0.4444
P 6.3058 4.9755 0.6142
S 7.8866 3.8612 0.3839
C 3.7674 5.3115 0.0230
Cl 4.0532 7.1220 0.2738
C 2.6151 5.2168 -1.0779
O 2.8251 5.4831 -2.2609
O 1.4964 4.7954 -0.6047
H 3.6927 0.3300 4.9074
H 4.6559 0.5974 3.4012
H 3.0883 -0.3871 3.3307
H 4.3949 -2.0502 4.9951
H 5.9064 -1.2344 4.3463
H 4.3214 -1.6745 2.0107
H 3.8382 -3.0966 3.0276
H 6.7428 -2.4151 2.0869
H 6.3363 -3.6892 3.3098
H 6.6157 -4.7186 1.1178
H 4.9371 -5.0120 1.7047
H 5.5263 -4.1228 -0.9550
H 5.6334 -2.5576 -0.0870
H 3.1667 -4.2574 -0.6251
H 3.1112 -3.2090 0.8381
H 4.0014 -1.2453 -0.5882
H 3.8313 -2.1984 -2.0946
H 1.5567 -3.5872 -1.9342
H 0.2772 -2.3712 -2.2574
H 0.5726 -2.4047 0.6523
H 0.4724 -4.1215 0.1364
H -1.7805 -3.8598 -0.4617
H -1.5853 -2.2430 -1.2631
H -1.5026 -2.4157 1.8496
H -3.0340 -2.5567 0.9297
H -1.3895 -0.3109 -0.1578
H -1.9046 -0.0398 1.6118
H -3.4442 0.7252 -0.5661
H -4.1481 -0.9110 -0.3166
H -4.0465 -0.0365 2.3223
H -5.4905 0.3132 1.2678
H -4.3172 2.5879 0.6268
H -4.8739 2.4292 2.3495
H -3.1339 2.2052 1.9628
H 3.5050 1.5397 -3.3894
H 2.6409 2.9971 -2.7992
H 5.0390 3.4202 -2.5356
H 5.4283 1.7635 -2.0106
H 3.6470 3.0251 0.1071
H 5.3729 2.5461 0.1920
H 5.8004 5.0110 1.9551
H 6.6947 6.3169 0.3247
H 3.4094 4.9479 1.0240
C -9.6130 0.9319 -2.8164
C -8.5513 1.9183 -2.2939
C -7.1068 1.4186 -2.3055
F -6.9314 0.3395 -1.5181
F -6.2787 2.3813 -1.8313
F -8.9087 2.3374 -1.0587
F -8.6090 3.0194 -3.0976
O -10.3409 0.1887 -1.8405
C -9.7723 -0.9928 -1.3616
C -9.4680 -0.9255 0.1365
F -8.6122 0.0776 0.4187
F -8.8854 -2.0750 0.5530
F -8.6931 -1.3177 -2.0966
F -10.6857 -1.9667 -1.5821
H -10.3749 1.5446 -3.3016
H -9.2267 0.2898 -3.6100
H -6.7807 1.1723 -3.3200
H -10.3823 -0.7658 0.7120


(2)
Molecular formula: C27H48ClCoO2P
Method: DFT, ωB97M-V with the def2-TZVPD basis set

Summary:
**Orbital gap (alpha / beta)**: 6.5 / 7.6 eV
**Relative energy (zero: lowest compared OMol25 entry of this formula, charge and spin)**: 0.000 eV
**Total charge**: -1
**Multiplicity**: 5
**⟨S²⟩**: 6.015
**Maximum force**: 3.550 eV/Å

Geometry (Å):
Co -0.7963 0.0128 1.6898
Cl -2.8966 0.6850 1.6102
P -0.3464 0.2353 -0.3977
C -0.3342 0.9801 3.1414
H 0.6683 1.4208 3.1913
H -1.1381 1.6048 3.5453
C 1.1207 -0.6564 -1.1404
C -0.2771 2.0305 -0.9130
C 2.4400 0.0253 -0.8196
H 1.1076 -1.6294 -0.6165
C 3.6023 -0.8860 -1.2102
H 2.5188 0.9720 -1.3754
H 2.5477 0.3050 0.2723
C 3.5614 -1.2730 -2.6953
H 4.5443 -0.3789 -0.9709
H 3.5517 -1.7858 -0.5814
C 2.1837 -1.7945 -3.1302
H 3.8157 -0.3880 -3.2962
H 4.3268 -2.0311 -2.9057
C 1.0280 -0.9129 -2.6482
H 2.1413 -1.8777 -4.2237
H 2.0392 -2.8073 -2.7289
H 1.0650 0.0486 -3.1795
H 0.0790 -1.3851 -2.9237
C -1.8686 -0.4773 -1.2523
C 0.2999 2.3024 -2.3070
H -1.3458 2.3099 -0.9233
C 0.1474 3.7812 -2.6817
H 1.3645 2.0356 -2.3363
H -0.2013 1.6950 -3.0724
C 0.7840 4.7133 -1.6432
H 0.5948 3.9533 -3.6696
H -0.9233 4.0134 -2.7737
C 0.3557 4.3968 -0.2071
H 1.8767 4.6407 -1.7241
H 0.5198 5.7495 -1.8832
C 0.3942 2.9008 0.1588
H 0.9829 4.9540 0.4973
H -0.6745 4.7483 -0.0636
H 1.4339 2.5761 0.3358
H -0.1229 2.7503 1.1213
C -1.8705 -2.0063 -1.1804
H -2.6792 -0.1295 -0.5870
C -3.2285 -2.5712 -1.6201
H -1.0727 -2.4195 -1.8138
H -1.6568 -2.3423 -0.1523
C -3.6969 -2.0251 -2.9757
H -3.1693 -3.6657 -1.6567
H -3.9721 -2.3109 -0.8540
C -3.5955 -0.4987 -3.0831
H -3.1031 -2.4860 -3.7758
H -4.7359 -2.3280 -3.1466
C -2.2308 0.0539 -2.6438
H -3.7991 -0.1791 -4.1126
H -4.3669 -0.0439 -2.4454
H -1.4657 -0.2252 -3.3837
H -2.2762 1.1530 -2.6392
C 0.1026 -1.3864 2.5392
C -0.3590 -0.5211 3.6392
H 1.1763 -1.2487 2.2958
C -1.6517 -0.9171 4.3834
H 0.4348 -0.5428 4.4044
C -1.7465 -2.4361 4.5732
H -1.6200 -0.4103 5.3568
H -2.5280 -0.5421 3.8317
C -1.5567 -3.1960 3.2624
H -0.9734 -2.7596 5.2851
H -2.7162 -2.7004 5.0168
C -0.2645 -2.8530 2.5044
H -1.5707 -4.2683 3.4803
H -2.4120 -2.9982 2.6023
H 0.5787 -3.4276 2.9268
H -0.3791 -3.1774 1.4576
C 3.1842 1.4666 3.8628
C 3.1525 0.6689 2.5843
O 3.4211 -0.5505 2.6716
O 2.8437 1.3132 1.5114
H 4.1962 1.4291 4.2776
H 2.5299 1.0126 4.6162
H 2.9071 2.5124 3.7171


(3)
Molecular formula: C27H49As3ClIrNO7P
Method: DFT, ωB97M-V with the def2-TZVPD basis set

Summary:
**Orbital gap**: 7.7 eV
**Relative energy (zero: lowest compared OMol25 entry of this formula, charge and spin)**: 0.141 eV
**Maximum force**: 0.265 eV/Å

Geometry (Å):
Ir -0.6766 -0.3654 0.1743
Cl -2.0639 -3.7585 6.4749
C -1.8598 -3.2316 4.8312
C -1.8659 -4.1881 3.7939
C -1.7146 -3.8080 2.4941
C -1.5337 -2.4425 2.1306
O -1.4355 -2.1639 0.8810
C -1.5167 -1.4888 3.1931
C -1.3444 -0.0944 3.0148
O -1.0946 0.5518 1.9768
C -1.6946 -1.9176 4.5363
H -1.9886 -5.2336 4.0454
H -1.7098 -4.5362 1.6946
H -1.4451 0.5151 3.9208
H -1.6859 -1.1800 5.3299
C 1.7179 1.6792 -1.8949
As 0.1750 1.6842 -0.7370
C 0.5702 3.0116 0.6022
C -1.0401 2.7637 -1.8559
C -2.1915 2.1453 -2.6534
C -1.6790 1.0394 -3.5742
C -3.2708 1.6007 -1.7023
As -2.8405 0.0044 -0.6807
C -3.4631 -1.4764 -1.7463
C -4.1463 0.0877 0.7432
C -2.8819 3.2712 -3.4540
As -2.1484 4.2386 -5.0319
C -2.2999 2.8379 -6.4015
C -0.1902 4.2056 -4.8598
H 1.8731 2.7042 -2.2320
H 1.5233 1.0322 -2.7503
H 2.5721 1.3259 -1.3263
H 0.8250 3.9559 0.1202
H 1.4147 2.6436 1.1733
H -0.3009 3.1426 1.2431
H -0.3629 3.2494 -2.5564
H -1.4280 3.5504 -1.2014
H -1.2203 0.2246 -3.0077
H -0.9185 1.4253 -4.2519
H -2.4897 0.6277 -4.1806
H -4.1724 1.3483 -2.2675
H -3.5506 2.3701 -0.9767
H -4.5139 -1.3423 -2.0005
H -3.3242 -2.3799 -1.1547
H -2.8595 -1.5536 -2.6468
H -5.1509 0.1755 0.3311
H -3.9321 0.9465 1.3772
H -4.0712 -0.8235 1.3359
H -3.1702 4.0631 -2.7567
H -3.8224 2.8842 -3.8632
H -3.3203 2.4547 -6.4121
H -1.6088 2.0118 -6.2496
H -2.1010 3.2924 -7.3715
H 0.1326 4.8505 -4.0437
H 0.2003 4.6230 -5.7884
H 0.2256 3.2073 -4.7299
C 3.1112 -1.7947 -1.4308
C 3.3063 -2.6869 -0.2160
C 2.1791 -3.7019 -0.0732
C 4.6518 -3.3917 -0.2822
O 3.3890 -1.8857 0.9915
P 2.4546 -0.6774 1.4318
O 2.8345 0.6415 0.8650
O 0.9960 -1.0832 1.2013
O 2.7455 -0.8336 2.9881
C 2.6921 0.0998 4.0867
C 1.9213 -0.6222 5.1835
C 4.1352 0.3458 4.5061
C 2.0086 1.4139 3.7397
H 3.0838 -2.4023 -2.3363
H 3.9257 -1.0723 -1.5041
H 2.1668 -1.2554 -1.3599
H 2.1306 -4.3322 -0.9624
H 1.2212 -3.2028 0.0547
H 2.3610 -4.3319 0.7993
H 4.6874 -4.0457 -1.1547
H 4.8059 -3.9927 0.6142
H 5.4581 -2.6612 -0.3548
H 2.4009 -1.5737 5.4133
H 0.9022 -0.8302 4.8514
H 1.8841 -0.0168 6.0909
H 4.6203 -0.5990 4.7515
H 4.1747 1.0004 5.3789
H 4.6824 0.8152 3.6882
H 1.0076 1.2414 3.3365
H 2.5857 1.9675 3.0029
H 1.9179 2.0121 4.6485
O 0.5167 -2.8891 -3.1407
C 0.1424 -2.1144 -2.3192
N -0.2313 -1.3018 -1.5477


(4)
Molecular formula: C27H49Br2FN2O6P
Method: DFT, ωB97M-V with the def2-TZVPD basis set

Summary:
**Orbital gap**: 8.0 eV
**Total charge**: +1
**Maximum force**: 1.282 eV/Å

Geometry (Å):
C 2.1841 0.3320 0.6052
C 0.9497 0.2969 -0.2877
Br -0.5873 -0.4967 0.5675
C 0.6359 1.6552 -0.9438
Br 0.9805 3.1937 0.1727
N -0.6857 1.6946 -1.5916
C -0.7613 1.3036 -2.8845
F 0.2682 0.8945 -3.5743
C -2.0342 1.3877 -3.3151
N -2.7333 1.8432 -2.2357
C -4.2000 2.0334 -2.3059
C -4.9271 0.9609 -1.5194
C -5.8597 1.2832 -0.5431
C -6.5075 0.2634 0.1468
C -6.2276 -1.0708 -0.1333
C -5.2955 -1.4025 -1.1134
C -4.6581 -0.3795 -1.8083
C -1.9458 2.0393 -1.1699
P -2.3432 2.6457 0.5222
C -3.5221 4.0487 0.2909
C -3.3371 1.3576 1.4016
H 2.7412 -0.5822 0.4241
H 2.8474 1.1425 0.3303
H 1.9489 0.3401 1.6609
H 1.1837 -0.3629 -1.1164
H 1.3482 1.7400 -1.7525
H -2.4183 1.1367 -4.2820
H -4.4584 3.0200 -1.9518
H -4.4602 1.8975 -3.3471
H -6.0723 2.3150 -0.3131
H -7.2337 0.4829 0.9123
H -6.7350 -1.8682 0.3840
H -5.0534 -2.4240 -1.3531
H -3.9565 -0.6526 -2.5832
H -3.5624 4.4004 -0.7356
H -4.5178 3.7210 0.5690
H -3.2240 4.8750 0.9227
H -2.7836 1.1228 2.3023
H -4.3090 1.7522 1.6657
H -3.4323 0.4585 0.8034
C 1.0094 -0.5235 -6.2731
O 0.9035 -1.5656 -7.2179
C 1.7283 -1.3729 -8.3615
C 3.0027 -2.1823 -8.2804
O 3.8376 -1.7450 -7.2184
C 3.7644 -2.5682 -6.0689
H 0.5505 -0.8707 -5.3481
H 2.0504 -0.2584 -6.0718
H 0.4707 0.3668 -6.6227
H 1.9604 -0.3120 -8.4922
H 1.1557 -1.7022 -9.2329
H 3.5620 -2.0476 -9.2105
H 2.7732 -3.2467 -8.1766
H 4.3099 -3.5034 -6.2302
H 2.7302 -2.7956 -5.7980
H 4.2338 -2.0285 -5.2472
C -0.4110 3.5393 4.8129
O -1.0448 2.3144 4.4806
C -0.1390 1.3088 4.0548
C 0.1730 0.3147 5.1521
O 0.8898 0.9114 6.2162
C 0.0827 1.2263 7.3403
H -1.1343 4.1504 5.3497
H 0.4608 3.3822 5.4505
H -0.1061 4.0709 3.9042
H 0.7834 1.7587 3.6710
H -0.6209 0.7782 3.2307
H 0.8073 -0.4753 4.7366
H -0.7474 -0.1523 5.5160
H -0.1646 0.3188 7.8999
H -0.8384 1.7343 7.0468
H 0.6595 1.8878 7.9837
C 2.8811 -4.3932 3.8450
O 4.2948 -4.3489 3.7908
C 4.8023 -3.8882 2.5502
C 5.2209 -2.4360 2.6177
O 4.1105 -1.5743 2.8349
C 3.9911 -1.1546 4.1864
H 2.5951 -4.5183 4.8879
H 2.4319 -3.4725 3.4633
H 2.5014 -5.2467 3.2729
H 4.0666 -4.0368 1.7531
H 5.6815 -4.4947 2.3134
H 5.6688 -2.1538 1.6595
H 5.9750 -2.2929 3.3960
H 4.7427 -0.3938 4.4192
H 4.0955 -1.9913 4.8794
H 3.0028 -0.7162 4.3136


(5)
Molecular formula: C27H49F2IO17
Method: DFT, ωB97M-V with the def2-TZVPD basis set

Summary:
**SMILES**: C[C@H](F)C[C@@H]1OC(=O)[C@H](CCF)[C@@H]1C[C@@H](C)I.COC(=O)OC.COC(=O)OC.COC(=O)OC.COC(=O)OC.COC(=O)OC
**Orbital gap**: 10.0 eV
**Maximum force**: 3.269 eV/Å

Geometry (Å):
C -0.9071 -7.6120 -4.7876
C 0.5273 -7.2675 -4.4313
F 1.3198 -8.3471 -4.7786
C 0.6778 -6.9896 -2.9376
C 1.9889 -7.4970 -2.3302
O 1.6361 -8.7153 -1.5835
C 1.5009 -8.4702 -0.2638
O 1.1202 -9.3327 0.5430
C 1.8355 -7.0021 0.0240
C 0.4616 -6.3204 0.1697
C 0.4289 -4.8025 0.0822
F -0.3020 -4.3924 -1.0235
C 2.6864 -6.7192 -1.2139
C 3.3000 -5.3173 -1.4101
C 2.6993 -4.3525 -2.4066
C 3.2841 -2.9533 -2.1852
I 3.2322 -4.9041 -4.4218
H -1.5052 -6.7124 -4.7025
H -1.2775 -8.3927 -4.1402
H -0.9231 -7.9489 -5.8137
H 0.8033 -6.4041 -5.0222
H 0.4846 -5.9427 -2.7487
H -0.1176 -7.5397 -2.4600
H 2.7051 -7.8405 -3.0535
H 2.4133 -6.8956 0.9260
H 0.0928 -6.5889 1.1515
H -0.2647 -6.7219 -0.5181
H -0.0775 -4.3911 0.9466
H 1.4064 -4.3437 0.0397
H 3.5575 -7.3436 -1.0271
H 3.2762 -4.8376 -0.4383
H 4.3506 -5.4188 -1.6463
H 1.6282 -4.2601 -2.3205
H 4.3161 -2.9400 -2.5084
H 2.7369 -2.2083 -2.7419
H 3.2897 -2.7325 -1.1234
C 4.7447 1.9649 -2.6455
O 3.9244 1.1042 -1.8470
C 2.9292 1.7198 -1.2207
O 2.6769 2.8942 -1.2711
O 2.2513 0.8099 -0.5208
C 1.1416 1.3498 0.1970
H 5.5098 1.3386 -3.0923
H 4.1553 2.4332 -3.4312
H 5.2224 2.7227 -2.0297
H 0.4182 1.7913 -0.4859
H 1.4792 2.0901 0.9179
H 0.6759 0.5241 0.7261
C -0.0207 4.7640 1.6638
O -0.8307 3.8994 2.4633
C -1.8365 4.5094 3.0871
O -2.0964 5.6818 3.0209
O -2.5054 3.5975 3.7832
C -3.6437 4.1057 4.4862
H 0.7497 4.1441 1.2178
H -0.6093 5.2229 0.8720
H 0.4474 5.5334 2.2741
H -4.3675 4.5256 3.7904
H -3.3409 4.8574 5.2124
H -4.0880 3.2590 4.9999
C -9.2548 6.5336 1.7386
O -7.9612 5.9264 1.6982
C -6.9910 6.7141 1.2304
O -7.1165 7.8505 0.8681
O -5.8643 6.0097 1.2548
C -4.6967 6.7227 0.8363
H -9.9314 5.7851 2.1415
H -9.2494 7.4055 2.3892
H -9.5786 6.8141 0.7388
H -4.5058 7.5636 1.4986
H -4.7961 7.0664 -0.1914
H -3.8697 6.0238 0.9072
C -7.1527 -0.0738 6.5828
O -6.6668 0.8484 5.6062
C -7.6095 1.6277 5.0763
O -8.7776 1.6058 5.3560
O -7.0310 2.4324 4.1908
C -7.9285 3.3398 3.5400
H -6.2905 -0.6372 6.9264
H -7.5995 0.4551 7.4222
H -7.8787 -0.7535 6.1417
H -8.3974 3.9995 4.2683
H -8.6887 2.7930 2.9847
H -7.3350 3.9268 2.8530
C 8.2555 5.5893 -3.5146
O 9.3422 5.0531 -2.7571
C 9.1542 3.8054 -2.3389
O 8.1799 3.1315 -2.5459
O 10.2289 3.4310 -1.6519
C 10.1633 2.0991 -1.1383
H 8.5431 6.6000 -3.7866
H 8.0901 5.0034 -4.4163
H 7.3474 5.6188 -2.9158
H 10.0721 1.3791 -1.9488
H 9.3279 1.9940 -0.4493
H 11.0949 1.9312 -0.6070


Which formula does entry 4 have? C27H49Br2FN2O6P